ORCA calculation (ωB97M-V/def2-TZVPD) on the molecule C9H9FS in a non-equilibrium geometry.

```
20
C9H9FS | the Open Molecules 2025 dataset | ωB97M-V/def2-TZVPD
F 2.278 0.395 -1.692
C 2.226 -0.155 -0.470
S 0.737 -1.706 -0.426
C -0.783 -0.818 -0.468
C -0.917 0.448 -1.020
C -2.161 1.052 -1.040
C -3.273 0.401 -0.535
C -3.138 -0.871 -0.001
C -1.897 -1.477 0.042
C 2.432 0.627 0.762
C 3.439 -0.421 0.325
H -0.066 0.958 -1.440
H -2.260 2.039 -1.470
H -4.238 0.880 -0.561
H -3.999 -1.394 0.388
H -1.783 -2.466 0.461
H 1.814 0.418 1.622
H 2.690 1.671 0.652
H 4.385 -0.096 -0.082
H 3.485 -1.344 0.880
```

The structure (SMILES) is FC1(Sc2ccccc2)CC1. The value obtained for the molar mass is 168.2 g/mol. The charge is 0. The calculation puts the LUMO energy at 0.7 eV. As for the energy above the lowest of the compared OMol25 structures with the same formula, charge and spin: 1.0 kcal/mol. The electronic energy is -23029.9035 eV.

Atomic partial charges in e from the Mulliken method, atoms 1 to 8: atom 1 (F): -0.286, atom 2 (C): 0.468, atom 3 (S): -0.177, atom 4 (C): 0.579, atom 5 (C): -0.394, atom 6 (C): -0.447, atom 7 (C): -0.502, atom 8 (C): -0.408

ORCA calculation (ωB97M-V/def2-TZVPD) on a cluster of 2 separate species, C9H9IN4O in total in a non-equilibrium geometry.

```
24
C9H9IN4O | the Open Molecules 2025 dataset | ωB97M-V/def2-TZVPD
I -4.148 -0.059 -1.037
O -2.365 0.337 0.014
N -1.273 0.495 -0.685
N -0.848 1.693 -1.102
N 0.220 1.568 -1.758
C 0.553 0.240 -1.835
C 1.598 -0.433 -2.465
C 1.609 -1.807 -2.357
C 0.630 -2.510 -1.643
C -0.413 -1.864 -1.011
C -0.429 -0.484 -1.129
H 2.350 0.103 -3.017
H 2.397 -2.369 -2.837
H 0.692 -3.586 -1.588
H -1.175 -2.392 -0.461
C -1.981 1.256 2.623
C -0.698 1.221 2.425
N 0.411 1.096 1.958
C 1.716 1.214 2.518
H -2.518 0.382 2.943
H -2.535 2.172 2.533
H 2.193 2.102 2.098
H 1.723 1.283 3.610
H 2.290 0.341 2.202
```

The structure (SMILES) is IOn1nnc2ccccc21.C=C=NC. The value obtained for the molar mass is 316.1 g/mol. The charge is 0. The calculation puts the LUMO energy at -1.8 eV. As for the energy above the lowest of the compared OMol25 structures with the same formula, charge and spin: 0.0 kcal/mol. The electronic energy is -25582.2661 eV.

Atomic partial charges in e from the Mulliken method, atoms 1 to 8: atom 1 (I): 0.168, atom 2 (O): -0.736, atom 3 (N): 1.254, atom 4 (N): -0.610, atom 5 (N): -0.403, atom 6 (C): 0.399, atom 7 (C): -0.747, atom 8 (C): -0.441

ORCA calculation (ωB97M-V/def2-TZVPD) on the ion C9H9N2O2S with charge -1 in a non-equilibrium geometry.

```
23
C9H9N2O2S | the Open Molecules 2025 dataset | ωB97M-V/def2-TZVPD
C 2.593 0.888 -0.673
C 1.275 1.241 -0.678
C 2.768 0.144 0.465
C 0.649 0.736 0.437
C -1.839 0.883 -1.595
C -1.931 1.820 -0.574
C -1.037 -0.997 -0.346
C -0.626 0.693 1.038
C 0.116 -3.213 0.642
N -1.603 -0.380 -1.344
N -1.626 1.639 0.693
O -2.111 2.414 1.626
O 1.616 0.031 1.101
S -1.487 -2.632 0.033
H 3.329 1.141 -1.512
H 0.589 1.918 -1.272
H 3.496 -0.670 0.763
H -2.446 1.204 -2.435
H -2.653 2.669 -0.684
H -0.690 0.330 1.972
H 0.862 -3.390 -0.108
H 0.155 -4.161 1.218
H 0.598 -2.308 1.231
```

The value obtained for the molar mass is 209.3 g/mol. The charge is -1. The calculation puts the LUMO energy (alpha / beta) at 3.1 / 3.1 eV. As for the energy above the lowest of the compared OMol25 structures with the same formula, charge and spin: 155.1 kcal/mol. The electronic energy is -27384.2246 eV.

Atomic partial charges in e from the Mulliken method, atoms 1 to 8: atom 1 (C): -0.418, atom 2 (C): -0.120, atom 3 (C): -0.488, atom 4 (C): 0.599, atom 5 (C): -0.529, atom 6 (C): -0.369, atom 7 (C): 0.208, atom 8 (C): -1.065

ORCA calculation (ωB97M-V/def2-TZVPD) on the molecule C9H9N2PS in a non-equilibrium geometry.

```
22
C9H9N2PS | the Open Molecules 2025 dataset | ωB97M-V/def2-TZVPD
C 1.475 -0.597 0.676
C 0.136 -1.014 0.046
C 0.301 -1.309 -1.430
C -0.416 -2.303 0.723
C -0.722 0.149 0.300
S -2.312 0.049 1.118
P -2.706 2.106 1.060
C -1.202 2.475 0.417
C -0.733 3.899 0.082
N -0.290 4.856 -0.325
C -0.388 1.396 -0.114
C 0.747 1.770 -0.809
N 1.622 2.156 -1.430
H 2.242 -1.427 0.378
H 1.712 0.445 0.288
H 1.326 -0.603 1.693
H 1.152 -2.010 -1.580
H 0.455 -0.440 -2.108
H -0.673 -1.761 -1.774
H 0.333 -3.096 0.780
H -1.423 -2.568 0.243
H -0.635 -2.172 1.767
```

The structure (SMILES) is CC(C)(C)c1spc(C#N)c1C#N. The value obtained for the molar mass is 208.2 g/mol. The charge is 0. The calculation puts the LUMO energy at -0.9 eV. As for the energy above the lowest of the compared OMol25 structures with the same formula, charge and spin: 0.0 kcal/mol. The electronic energy is -32581.4908 eV.

Atomic partial charges in e from the Mulliken method, atoms 1 to 8: atom 1 (C): -1.346, atom 2 (C): 1.888, atom 3 (C): -1.319, atom 4 (C): -1.996, atom 5 (C): 0.468, atom 6 (S): -0.154, atom 7 (P): -0.095, atom 8 (C): -0.062

ORCA calculation (ωB97M-V/def2-TZVPD) on the molecule C9H9N3 in a non-equilibrium geometry.

```
21
C9H9N3 | the Open Molecules 2025 dataset | ωB97M-V/def2-TZVPD
C 0.559 -1.935 -2.103
C -0.066 -0.629 -1.602
C -0.866 0.240 -2.433
C -1.607 1.322 -1.901
N -1.834 1.548 -0.563
C -0.904 0.964 0.339
N -0.660 1.538 1.547
C 0.241 0.906 2.429
N 0.404 1.231 3.813
C 0.882 -0.293 2.101
C 0.786 -0.693 0.809
C -0.180 -0.119 -0.202
H 1.681 -2.135 -1.989
H 0.070 -3.060 -1.880
H 0.349 -1.521 -3.317
H -0.939 0.104 -3.557
H -2.204 1.969 -2.692
H 0.087 2.291 4.037
H 1.394 1.026 4.047
H 1.514 -1.115 2.546
H 1.294 -1.638 0.570
```

The structure (SMILES) is Cc1ccnc2nc(N)ccc12. The value obtained for the molar mass is 159.2 g/mol. The charge is 0. The calculation puts the LUMO energy at -0.2 eV. As for the energy above the lowest of the compared OMol25 structures with the same formula, charge and spin: 96.2 kcal/mol. The electronic energy is -13945.8745 eV.

Atomic partial charges in e from the Mulliken method, atoms 1 to 8: atom 1 (C): -0.946, atom 2 (C): 0.560, atom 3 (C): -0.468, atom 4 (C): -0.230, atom 5 (N): -0.514, atom 6 (C): 0.367, atom 7 (N): -0.620, atom 8 (C): 0.405

ORCA calculation (ωB97M-V/def2-TZVPD) on the molecule C9H9N3O in a non-equilibrium geometry.

```
22
C9H9N3O | the Open Molecules 2025 dataset | ωB97M-V/def2-TZVPD
O -4.584 0.602 -0.659
C -3.844 0.102 0.615
C -2.449 -0.221 0.227
C -1.421 0.775 0.081
N -0.285 0.028 -0.264
C 1.042 0.091 -0.205
C 1.647 -1.150 0.179
C 3.121 -1.120 0.002
C 3.851 -0.012 -0.003
C 3.210 1.242 -0.300
C 1.746 1.255 -0.276
N -0.692 -1.234 -0.713
N -1.963 -1.407 -0.401
H -4.842 -0.432 -1.147
H -3.876 1.087 1.411
H -4.275 -1.005 1.060
H -1.426 1.697 0.627
H 1.246 -2.166 0.433
H 3.817 -2.066 0.085
H 4.885 -0.250 0.087
H 3.908 2.105 -0.108
H 1.184 2.079 -0.730
```

The structure (SMILES) is OCc1cn(-c2ccccc2)nn1. The value obtained for the molar mass is 175.2 g/mol. The charge is 0. The calculation puts the LUMO energy at 0.3 eV. As for the energy above the lowest of the compared OMol25 structures with the same formula, charge and spin: 128.5 kcal/mol. The electronic energy is -15990.9776 eV.

Atomic partial charges in e from the Mulliken method, atoms 1 to 8: atom 1 (O): -0.530, atom 2 (C): -0.639, atom 3 (C): 0.577, atom 4 (C): -0.371, atom 5 (N): 0.472, atom 6 (C): 0.502, atom 7 (C): -0.164, atom 8 (C): -0.366

ORCA calculation (ωB97M-V/def2-TZVPD) on the molecule C9H9N3O in a non-equilibrium geometry.

```
22
C9H9N3O | the Open Molecules 2025 dataset | ωB97M-V/def2-TZVPD
C 3.213 0.192 1.365
N 2.775 -0.748 0.671
C 1.821 -0.061 -0.721
O 2.770 -0.167 -1.751
N 1.577 1.286 -0.551
C 0.418 1.718 -0.243
C -0.823 0.933 -0.256
C -2.107 1.398 -0.133
C -3.049 0.410 0.008
C -2.825 -0.942 -0.201
C -1.588 -1.379 -0.584
C -0.564 -0.449 -0.512
N 0.702 -0.897 -0.798
H 4.102 -0.015 2.023
H 2.768 1.138 1.359
H 3.304 -0.898 -1.464
H 0.469 2.728 -0.091
H -2.230 2.423 -0.086
H -4.122 0.810 0.279
H -3.584 -1.579 -0.213
H -1.502 -2.363 -0.836
H 0.816 -1.715 -1.341
```

The structure (SMILES) is C=N[C@]1(O)N=Cc2ccccc2N1. The value obtained for the molar mass is 175.2 g/mol. The charge is 0. The calculation puts the LUMO energy at 0.1 eV. As for the energy above the lowest of the compared OMol25 structures with the same formula, charge and spin: 57.7 kcal/mol. The electronic energy is -15994.0468 eV.

Atomic partial charges in e from the Mulliken method, atoms 1 to 8: atom 1 (C): -0.289, atom 2 (N): -0.612, atom 3 (C): 0.641, atom 4 (O): -0.526, atom 5 (N): -0.701, atom 6 (C): -0.370, atom 7 (C): 0.625, atom 8 (C): -0.905

ORCA calculation (ωB97M-V/def2-TZVPD) on a cluster of 2 separate species, C9H9N3O2 in total in a non-equilibrium geometry.

```
23
C9H9N3O2 | the Open Molecules 2025 dataset | ωB97M-V/def2-TZVPD
O 1.392 2.505 -0.650
C 1.259 1.421 -0.203
C 0.589 1.032 1.116
C 1.153 -0.060 1.863
N 1.905 -0.994 1.269
C 2.194 -0.965 -0.195
O 2.685 -1.798 -0.940
N 1.903 0.258 -0.618
H 0.189 1.757 1.825
H 1.157 -0.054 2.985
H 1.878 -2.053 1.604
H 2.258 0.366 -1.615
C -1.504 0.709 -0.956
C -2.463 1.118 -0.038
C -3.221 0.145 0.609
N -3.085 -1.165 0.397
C -2.160 -1.541 -0.490
C -1.349 -0.654 -1.190
H -0.889 1.439 -1.476
H -2.624 2.171 0.181
H -3.981 0.435 1.334
H -2.066 -2.615 -0.652
H -0.607 -1.023 -1.894
```

The structure (SMILES) is O=c1cc[nH]c(=O)[nH]1.c1ccncc1. The value obtained for the molar mass is 191.2 g/mol. The charge is 0. The calculation puts the LUMO energy at 0.4 eV. As for the energy above the lowest of the compared OMol25 structures with the same formula, charge and spin: 55.2 kcal/mol. The electronic energy is -18043.3617 eV.

Atomic partial charges in e from the Mulliken method, atoms 1 to 8: atom 1 (O): -0.538, atom 2 (C): 0.235, atom 3 (C): -0.445, atom 4 (C): -0.126, atom 5 (N): -0.202, atom 6 (C): 0.402, atom 7 (O): -0.609, atom 8 (N): -0.068

ORCA calculation (ωB97M-V/def2-TZVPD) on the ion C9H9N4S2 with charge -1 in a non-equilibrium geometry.

```
24
C9H9N4S2 | the Open Molecules 2025 dataset | ωB97M-V/def2-TZVPD
C 1.158 1.616 -0.289
C 2.392 1.659 -0.730
C 1.027 -0.743 0.119
C 0.510 0.472 0.349
C -0.922 0.599 0.846
C -1.672 -0.795 1.178
C -2.371 -1.155 0.027
C 3.171 0.470 -0.549
C 2.346 -0.805 -0.658
N -1.713 1.556 0.835
N -1.357 -1.195 2.338
N -3.391 -0.463 -0.456
N -3.945 0.509 0.247
S -4.753 1.577 -0.665
S -1.761 -2.569 -0.598
H 0.447 2.494 -0.242
H 2.745 2.620 -0.923
H 0.699 -1.724 0.422
H 4.098 0.329 -1.103
H 3.622 0.442 0.435
H 3.044 -1.447 -0.167
H 2.061 -1.072 -1.692
H -1.977 -1.969 2.758
H -3.458 -0.406 -1.481
```

The value obtained for the molar mass is 237.3 g/mol. The charge is -1. The calculation puts the LUMO energy (alpha / beta) at 2.5 / 2.5 eV. The electronic energy is -37105.3713 eV.

Atomic partial charges in e from the Mulliken method, atoms 1 to 8: atom 1 (C): -0.402, atom 2 (C): -0.579, atom 3 (C): -0.438, atom 4 (C): 0.472, atom 5 (C): 0.377, atom 6 (C): 0.465, atom 7 (C): -0.076, atom 8 (C): -0.724

ORCA calculation (ωB97M-V/def2-TZVPD) on the molecule C9H9NO in a non-equilibrium geometry.

```
20
C9H9NO | the Open Molecules 2025 dataset | ωB97M-V/def2-TZVPD
O -3.678 0.289 -0.563
C -2.734 -0.671 0.050
C -1.314 -0.254 0.061
C -1.017 1.108 0.026
C 0.256 1.591 0.111
C 1.347 0.728 0.083
N 2.678 1.029 -0.035
C 3.320 -0.275 -0.334
C 2.495 -1.270 -0.168
C 1.133 -0.680 0.088
C -0.158 -1.137 0.239
H -4.551 0.358 0.211
H -2.957 -1.645 -0.480
H -3.016 -0.779 1.069
H -1.864 1.826 -0.014
H 0.409 2.640 0.479
H 3.110 1.986 -0.399
H 4.362 -0.244 -0.612
H 2.595 -2.419 -0.081
H -0.415 -2.182 0.268
```

The structure (SMILES) is OCc1ccc2[nH]ccc2c1. The value obtained for the molar mass is 147.2 g/mol. The charge is 0. The calculation puts the LUMO energy at 0.7 eV. As for the energy above the lowest of the compared OMol25 structures with the same formula, charge and spin: 66.8 kcal/mol. The electronic energy is -13014.2879 eV.

Atomic partial charges in e from the Mulliken method, atoms 1 to 8: atom 1 (O): -0.562, atom 2 (C): -0.466, atom 3 (C): 0.290, atom 4 (C): -0.314, atom 5 (C): -0.675, atom 6 (C): -0.051, atom 7 (N): -0.219, atom 8 (C): -0.318